Formula: C46H36IrN4O10P2
Source: OMol25
Level of theory: ωB97M-V/def2-TZVPD

As for the multiplicity: 5. The LUMO energy (alpha / beta) comes out at -3.2248 / -5.6592 eV. The energy above the lowest of the compared OMol25 structures with the same formula, charge and spin comes out at 0.0 kJ/mol. The total charge is +1. Its HOMO energy (alpha / beta) is -0.3818 / -0.3911 Ha.

Last column: Löwdin spin population.
Geometry (Å):
Ir (0.705907, 0.284971, 0.943827)  2.706
O (1.017146, 0.052542, 3.199839)  0.115
C (2.032255, 0.336916, 3.843250)  0.015
C (3.379705, 0.285918, 3.361106)  0.021
C (4.413493, 0.438478, 4.291677)  -0.004
C (5.720351, 0.387730, 3.889393)  0.018
C (6.043331, 0.232611, 2.534300)  0.000
C (5.050347, 0.102411, 1.604270)  0.023
C (3.681338, 0.089942, 1.976851)  0.018
O (2.797945, -0.101423, 1.047072)  0.257
N (6.786113, 0.509613, 4.882469)  0.002
O (7.929156, 0.527336, 4.472130)  0.003
O (6.457295, 0.587335, 6.050656)  0.004
H (1.919414, 0.637723, 4.895321)  0.005
H (4.189018, 0.584197, 5.340974)  0.000
H (7.085058, 0.225990, 2.245360)  0.000
H (5.277743, -0.016956, 0.553361)  0.001
C (-1.612211, -1.913423, -0.620452)  0.018
N (-0.869257, -2.166399, -1.833847)  0.000
C (0.444709, -1.605414, -2.023028)  0.012
P (0.587156, 0.205843, -1.552258)  0.123
C (-0.840824, 0.963629, -2.376821)  0.025
C (-1.882549, 1.489584, -1.613564)  0.002
C (-2.965919, 2.092088, -2.234000)  0.000
C (-3.011516, 2.169780, -3.617589)  0.000
C (-1.984005, 1.633561, -4.382299)  0.002
C (-0.898529, 1.032845, -3.768003)  0.006
C (2.044598, 0.743158, -2.475980)  0.015
C (3.145612, -0.102237, -2.615132)  0.011
C (4.284700, 0.347437, -3.262712)  -0.001
C (4.342208, 1.645083, -3.751296)  0.012
C (3.260373, 2.498434, -3.586324)  -0.001
C (2.115564, 2.056298, -2.944388)  0.012
C (-1.530392, -2.782512, -2.909708)  0.000
C (-2.909063, -2.639740, -3.082106)  0.000
C (-3.549682, -3.267529, -4.138412)  0.000
C (-2.835709, -4.041472, -5.040189)  0.000
C (-1.466123, -4.188415, -4.873121)  0.000
C (-0.816938, -3.572081, -3.817083)  0.000
P (-0.601322, -1.782207, 0.928687)  0.159
C (0.484993, -3.231312, 0.992139)  0.027
C (1.435920, -3.220860, 2.017478)  0.009
C (2.322915, -4.273420, 2.154604)  -0.001
C (2.269882, -5.338414, 1.264903)  0.009
C (1.321360, -5.355211, 0.252652)  0.001
C (0.428473, -4.303677, 0.106352)  0.010
C (-1.817523, -2.032788, 2.241999)  0.027
C (-2.436028, -3.276931, 2.374205)  0.006
C (-3.340314, -3.480256, 3.400270)  0.002
C (-3.624071, -2.452297, 4.292521)  0.000
C (-3.012484, -1.216245, 4.156479)  0.000
C (-2.102022, -0.999561, 3.131506)  0.006
H (-2.354722, -2.699529, -0.477045)  0.003
H (-2.154631, -0.955571, -0.655983)  0.002
H (0.718284, -1.678896, -3.073162)  0.002
H (1.202582, -2.137960, -1.431280)  0.001
H (-1.834773, 1.444417, -0.533479)  0.002
H (-3.764631, 2.512471, -1.636206)  0.000
H (-3.850583, 2.653198, -4.100298)  0.000
H (-2.023148, 1.693030, -5.461624)  0.000
H (-0.093541, 0.625151, -4.367623)  0.000
H (3.119956, -1.108589, -2.215254)  0.000
H (5.129843, -0.317195, -3.384531)  0.000
H (5.234099, 1.993900, -4.254391)  0.001
H (3.306219, 3.513592, -3.957862)  0.000
H (1.273605, 2.725497, -2.813505)  0.000
H (-3.480735, -2.012585, -2.409021)  0.000
H (-4.616247, -3.134771, -4.265176)  0.000
H (-3.341836, -4.529672, -5.861661)  0.000
H (-0.898785, -4.803625, -5.559252)  0.000
H (0.246259, -3.728679, -3.677623)  0.000
H (1.459907, -2.386441, 2.707657)  0.000
H (3.053620, -4.262147, 2.952720)  0.000
H (2.971790, -6.156243, 1.360035)  0.000
H (1.273229, -6.194441, -0.428774)  0.000
H (-0.305714, -4.326863, -0.690350)  0.000
H (-2.198661, -4.079900, 1.685613)  0.000
H (-3.821539, -4.443412, 3.506620)  0.000
H (-4.324137, -2.621903, 5.099907)  0.000
H (-3.236476, -0.414460, 4.847466)  0.000
H (-1.613948, -0.036305, 3.035343)  0.004
O (-1.225934, 2.138544, 3.061966)  0.016
C (-1.020249, 2.640303, 1.976761)  0.026
O (-0.216451, 2.180898, 1.053656)  0.256
C (-1.742276, 3.899056, 1.544196)  0.007
C (-1.529005, 4.421374, 0.276291)  0.002
C (-2.231648, 5.544453, -0.121305)  0.000
C (-3.135926, 6.168579, 0.717179)  0.000
C (-3.330505, 5.625295, 1.974001)  0.001
C (-2.649208, 4.500006, 2.403945)  0.002
N (-4.302234, 6.265652, 2.880245)  0.000
O (-4.909215, 7.225514, 2.453638)  0.000
O (-4.427382, 5.781307, 3.986120)  0.000
N (-2.021251, 6.064448, -1.480709)  0.000
O (-2.584876, 7.094824, -1.779202)  0.000
O (-1.291533, 5.423033, -2.216133)  0.000
H (-0.826822, 3.955393, -0.395408)  0.000
H (-3.679284, 7.048982, 0.407181)  0.000
H (-2.819101, 4.089608, 3.389011)  0.000

Cartesian forces, eV/Å:
0.3 0.7 0.2
0.0 0.2 0.0
0.1 -0.1 0.2
-0.1 0.0 -0.7
0.2 0.0 0.2
-0.4 0.0 -0.3
0.2 0.1 0.2
-0.4 -0.1 -0.2
0.7 0.1 0.7
-1.4 0.1 -0.5
0.2 0.1 0.2
-0.1 0.0 0.0
0.0 0.0 -0.2
-0.1 -0.1 0.0
0.0 0.0 0.0
0.0 0.0 0.0
0.0 0.0 0.0
0.3 0.4 -0.1
0.1 0.1 0.3
0.0 0.1 0.4
0.1 -0.3 -0.8
0.0 0.1 0.3
0.1 0.0 -0.1
0.0 0.0 0.0
-0.1 0.0 0.0
0.0 0.0 -0.1
0.0 -0.1 0.0
0.1 0.2 0.2
-0.1 0.0 0.0
0.1 0.0 0.0
0.0 0.0 0.0
0.0 0.1 0.0
0.0 -0.1 0.0
-0.2 -0.1 -0.3
0.1 0.1 0.1
0.0 0.0 -0.1
0.0 0.0 0.0
0.0 0.0 0.0
0.0 0.1 0.1
-0.5 -0.8 0.0
0.2 0.3 0.1
-0.1 0.0 -0.1
0.0 0.0 0.0
0.0 0.0 0.0
0.0 -0.1 0.0
-0.2 0.0 0.0
0.1 0.2 0.0
0.0 0.1 0.0
0.0 -0.1 0.0
0.0 0.0 0.0
0.0 0.0 0.0
0.0 0.0 -0.1
0.0 -0.1 0.1
-0.2 -0.1 0.1
0.0 0.0 0.0
0.1 0.0 -0.1
0.0 0.0 0.0
0.0 0.0 0.0
0.0 0.0 0.0
0.0 0.0 0.0
0.0 0.0 0.0
0.0 0.0 0.0
0.0 0.0 0.0
0.0 0.0 0.0
0.0 0.0 0.0
0.0 0.0 0.0
0.0 0.0 0.0
0.0 0.0 0.0
0.0 0.0 0.0
0.0 0.0 0.0
0.0 0.0 0.0
0.1 0.0 0.0
0.0 0.0 0.0
0.0 0.0 0.0
0.0 0.0 0.0
0.0 0.0 0.0
0.0 0.0 0.0
0.0 0.0 0.0
0.0 0.0 0.0
0.0 0.0 0.0
0.0 0.0 0.1
0.2 0.0 -0.3
-0.7 0.5 0.6
0.8 -1.2 -0.2
0.2 -0.2 -0.1
0.0 0.1 -0.1
0.0 -0.3 0.4
-0.1 0.2 -0.1
0.3 -0.2 -0.2
-0.1 0.0 0.1
-0.2 0.1 0.1
0.1 -0.1 0.1
0.0 0.1 -0.2
0.1 0.2 -0.3
0.0 -0.2 0.1
-0.1 0.1 0.1
0.0 0.0 -0.1
0.0 0.0 0.0
0.0 0.0 0.0

Formula: C4H4N4
Source: OMol25
Level of theory: ωB97M-V/def2-TZVPD

The LUMO energy comes out at -2.0605 eV. The energy above the lowest of the compared OMol25 structures with the same formula, charge and spin comes out at 418.2 kJ/mol. The SMILES is C=N/N=C1\C=NC=N1. Its HOMO energy is -0.3586 Ha.

Last column: Mulliken charge in e.
Geometry (Å):
C (-3.252432, -0.116081, 0.105077)  -0.155
N (-2.049389, 0.461396, -0.152017)  -0.369
N (-1.023039, -0.492318, -0.050480)  -0.151
C (0.225494, -0.137523, -0.216079)  0.512
C (0.915730, 1.111968, 0.036500)  0.014
N (2.229346, 0.820660, 0.034951)  -0.493
C (2.316604, -0.485118, 0.176965)  -0.007
N (1.237576, -1.174394, -0.107476)  -0.495
H (-4.215559, 0.535354, 0.275128)  0.244
H (-3.442048, -1.158026, 0.644450)  0.261
H (0.390393, 2.163014, 0.130160)  0.320
H (3.273377, -1.087233, 0.260638)  0.319

Cartesian forces, eV/Å:
1.3 1.1 2.5
-3.0 -2.0 0.8
0.6 -0.2 -1.3
-1.4 -1.8 2.3
1.6 2.1 -1.3
-2.4 5.7 1.8
-0.2 -5.6 -2.3
-0.4 0.6 0.7
2.2 -0.8 -1.2
1.1 1.8 -1.7
1.6 -2.3 -0.4
-1.0 1.3 0.2

Formula: C8H24AgO8
Source: OMol25
Level of theory: ωB97M-V/def2-TZVPD

As for the multiplicity: 3. The LUMO energy (alpha / beta) comes out at 2.4074 / 2.4070 eV. The total charge is -1. Its HOMO energy (alpha / beta) is -0.1040 / -0.0982 Ha.

Last column: Löwdin spin population.
Geometry (Å):
Ag (0.280787, 0.807933, -0.304448)  0.001
O (-1.463253, -0.674013, 0.504767)  0.057
C (-2.519607, -1.632153, 0.308994)  0.038
C (-2.958357, -2.576576, 1.545718)  0.074
O (-2.962029, -2.012656, 2.851663)  0.785
H (-2.181315, -2.302652, -0.480998)  0.000
H (-3.426971, -1.183514, -0.095361)  0.006
H (-2.253971, -3.406244, 1.605804)  0.043
H (-3.853178, -3.128514, 1.258059)  -0.002
O (0.870962, 0.557027, 2.053826)  0.100
C (1.991778, -0.002305, 2.725628)  0.068
C (1.915440, -1.510237, 3.240265)  0.073
O (0.649764, -1.988481, 3.690242)  0.725
H (2.141398, 0.574696, 3.638199)  0.008
H (2.908851, 0.137596, 2.153338)  0.002
H (2.638121, -1.648298, 4.044482)  0.002
H (2.217960, -2.100504, 2.375297)  0.021
C (2.413626, 3.017169, -0.247433)  0.000
O (2.136179, 1.845241, -1.035943)  0.000
H (3.285367, 2.855932, 0.386739)  0.000
H (2.561368, 3.931101, -0.822767)  0.000
H (1.577462, 3.117874, 0.444501)  0.000
H (2.630325, 1.855853, -1.858930)  0.000
C (1.059588, -2.266958, -1.176277)  0.000
O (1.704133, -1.053252, -0.720916)  0.001
H (0.771343, -2.888025, -0.328160)  0.000
H (0.164722, -2.141451, -1.785841)  0.000
H (1.866386, -2.824194, -1.652355)  0.000
H (2.607139, -1.233794, -0.449664)  0.000
C (-2.239896, 2.654208, -0.559668)  0.000
O (-0.897980, 2.640411, -0.058812)  0.000
H (-2.630309, 3.638867, -0.816824)  0.000
H (-2.290929, 2.093274, -1.492867)  0.000
H (-2.890799, 2.124413, 0.135843)  0.000
H (-0.845870, 3.393994, 0.533626)  0.000
C (-0.989603, -0.076367, -3.363188)  0.000
O (-0.259183, 0.781692, -2.521764)  0.000
H (-0.403901, -0.393740, -4.225935)  0.000
H (-1.298242, -0.957819, -2.801151)  0.000
H (-1.924005, 0.378389, -3.692104)  0.000
H (-0.103300, 1.596077, -3.005583)  0.000

Cartesian forces, eV/Å:
-0.6 -2.1 2.4
-2.6 -2.0 -0.4
2.9 2.1 0.8
0.8 1.1 1.3
-0.5 -0.9 -2.5
-0.1 -1.0 -0.3
-0.7 0.3 0.2
0.9 0.2 0.1
-0.9 0.3 0.1
2.5 -1.2 0.9
-3.3 2.3 -0.8
-2.3 -1.3 0.3
2.3 1.2 -0.8
0.2 0.1 0.6
0.6 -0.6 -0.3
0.4 0.2 0.1
-0.1 -0.3 -0.3
0.0 -0.5 0.4
1.1 1.3 -0.2
0.2 -0.1 -0.1
-0.1 0.0 -0.3
0.0 0.1 -0.2
0.2 0.0 0.0
1.5 -0.4 1.2
-0.7 -0.5 -0.9
-0.3 0.2 0.3
0.4 0.6 0.0
-0.4 -0.3 -0.8
-0.1 -0.2 0.1
-0.3 -0.8 -0.2
-1.4 2.0 -0.5
0.2 0.3 0.4
0.4 -0.2 0.1
-0.1 0.1 0.1
0.3 -0.1 0.4
-0.6 -0.5 -0.1
-0.1 0.1 -1.1
0.0 0.0 -0.2
0.2 0.1 0.2
-0.1 0.2 -0.2
0.1 0.2 0.1

Formula: C9H13NO2
Source: OMol25
Level of theory: ωB97M-V/def2-TZVPD

The LUMO energy comes out at 0.5826 eV. The energy above the lowest of the compared OMol25 structures with the same formula, charge and spin comes out at 41.7 kJ/mol. The SMILES is Cc1ccc(O)cc1.CC(N)=O. Its HOMO energy is -0.3072 Ha.

Last column: Mulliken charge in e.
Geometry (Å):
C (0.717910, 3.647622, -1.391757)  -1.361
C (0.287580, 2.222608, -1.477847)  0.588
C (-0.001915, 1.690522, -2.730396)  -0.552
C (-0.172111, 0.326541, -2.919031)  -0.446
C (-0.161644, -0.506040, -1.805816)  0.388
O (-0.152645, -1.870031, -2.043693)  -0.536
C (-0.008885, 0.044718, -0.552658)  0.263
C (0.153198, 1.409022, -0.354569)  -0.692
H (0.185071, 4.250720, -0.650668)  0.326
H (0.735787, 4.227026, -2.312890)  0.341
H (1.752157, 3.758628, -1.069162)  0.292
H (-0.068566, 2.357184, -3.579891)  0.308
H (-0.282658, -0.086164, -3.913041)  0.399
H (-0.530644, -2.329002, -1.272731)  0.300
H (-0.165492, -0.589836, 0.324597)  -0.054
H (0.174962, 1.889736, 0.613296)  0.412
C (0.833753, -2.182984, 2.876595)  -1.001
C (-0.632497, -1.827950, 2.954962)  0.622
N (-1.482069, -2.725978, 2.332961)  -0.431
O (-1.048121, -0.818829, 3.480626)  -0.598
H (1.163035, -2.546578, 3.854131)  0.315
H (1.408986, -1.288520, 2.682432)  0.301
H (1.009798, -2.872016, 2.044138)  0.334
H (-2.449342, -2.468679, 2.480564)  0.243
H (-1.265637, -3.711722, 2.429851)  0.236

Cartesian forces, eV/Å:
0.4 1.2 0.7
-0.4 0.3 -0.4
0.3 -0.3 0.0
-0.1 0.1 0.2
0.8 -0.2 -1.0
-0.6 0.1 0.6
-0.9 -0.2 1.5
0.3 0.2 -1.0
-0.3 -0.2 -0.1
-0.5 -0.4 -0.3
0.3 -0.5 0.2
0.2 0.0 -0.1
-0.1 -0.1 0.1
0.3 0.2 -0.3
0.3 0.0 -0.2
0.2 -0.4 0.2
-0.1 0.0 -0.1
0.1 0.0 0.1
-0.1 0.1 0.2
0.1 0.0 -0.2
0.0 -0.3 -0.3
0.0 0.3 0.0
0.1 -0.2 0.5
0.0 -0.3 0.0
0.0 0.3 -0.2

| no. | total energy (eV) |
| --- | --- |
| 1 | -96122.72479 |
| 2 | -10168.50360 |
| 3 | -29053.99755 |
| 4 | -15129.19961 |